No. 1
This record from the Open Molecules 2025 dataset describes C14H9BCl6IrN as an isolated structure. The level of theory is ωB97M-V/def2-TZVPD.

```
32
Properties=species:S:1:pos:R:3:nbo_charge:R:1
Ir -0.599 -0.430 -0.090 0.972
Cl 2.242 -0.273 2.387 0.125
C 0.735 -0.991 2.727 -0.041
C -0.284 -1.016 1.773 -0.277
C -1.490 -1.582 2.150 0.063
Cl -2.654 -1.424 0.816 0.133
C -1.789 -2.139 3.363 -0.152
Cl -3.331 -2.789 3.689 0.116
C -0.743 -2.134 4.302 -0.040
Cl -1.013 -2.824 5.831 0.139
C 0.499 -1.566 3.986 -0.089
Cl 1.740 -1.569 5.158 0.122
Cl 0.708 2.249 -2.761 0.112
C -0.508 1.066 -2.965 0.045
C -0.585 0.391 -4.168 -0.236
C -1.627 -0.497 -4.400 -0.092
C -2.625 -0.702 -3.452 -0.238
C -2.548 -0.040 -2.247 -0.075
C -1.469 0.829 -1.942 -0.271
C -1.365 1.419 -0.612 -0.352
H 0.160 0.581 -4.928 0.258
H -1.674 -1.015 -5.349 0.245
H -3.455 -1.360 -3.664 0.244
H -3.341 -0.148 -1.518 0.216
H -2.295 1.568 -0.069 0.240
H -0.632 2.204 -0.469 0.259
B 3.747 0.473 -1.298 -0.619
C 2.304 0.160 -0.913 0.589
N 1.196 -0.074 -0.617 -0.645
H 3.960 -0.210 -2.279 0.104
H 4.430 0.154 -0.357 0.065
H 3.759 1.650 -1.571 0.075
```

2S+1   2
<S²>   0.765
Charge   +1


No. 2
This record from the Open Molecules 2025 dataset describes a 15-piece molecular cluster, C51H131NO15 overall. The level of theory is ωB97M-V/def2-TZVPD.

```
198
Properties=species:S:1:pos:R:3:mulliken_charge:R:1
C -1.543 -4.795 2.948 -1.534
C -0.148 -5.014 3.532 0.768
C 0.866 -5.270 2.419 0.001
O 0.279 -3.864 4.237 -0.071
H -1.535 -3.924 2.285 0.004
H -2.259 -4.576 3.744 0.404
H -1.894 -5.620 2.329 0.522
H -0.110 -5.911 4.162 0.248
H 0.878 -4.381 1.781 -0.392
H 0.695 -6.149 1.796 0.646
H 1.877 -5.448 2.797 -0.523
H -0.498 -3.410 4.638 0.009
C 5.539 -0.707 6.233 -0.139
C 6.170 0.677 6.151 1.160
C 5.740 1.611 7.260 -1.790
O 7.582 0.529 6.265 -0.659
H 5.764 -1.082 7.236 0.559
H 5.959 -1.375 5.485 -0.814
H 4.451 -0.774 6.138 0.313
H 5.968 1.158 5.183 -0.083
H 6.273 2.563 7.240 0.435
H 5.973 1.138 8.218 0.392
H 4.692 1.918 7.289 0.242
H 7.915 0.221 5.393 0.262
C -3.153 3.487 0.695 -1.623
C -2.093 2.401 0.709 0.362
C -0.944 2.699 1.657 -0.202
O -2.636 1.108 1.015 -0.464
H -3.697 3.534 1.640 0.400
H -3.792 3.465 -0.186 0.380
H -2.667 4.466 0.627 0.402
H -1.627 2.268 -0.272 0.301
H -0.304 1.818 1.755 -0.647
H -1.325 2.866 2.673 0.479
H -0.287 3.534 1.414 0.515
H -3.161 1.217 1.818 0.226
C 9.271 0.725 2.168 -1.272
C 9.636 -0.408 3.131 0.775
C 10.800 -0.046 4.039 -1.626
O 8.487 -0.678 3.939 0.247
H 8.773 0.423 1.247 0.068
H 10.203 1.177 1.821 0.473
H 8.658 1.435 2.725 0.250
H 9.846 -1.277 2.498 0.330
H 10.568 0.775 4.716 0.266
H 11.629 0.280 3.406 0.467
H 11.058 -0.939 4.608 0.352
H 8.637 -1.564 4.306 -0.274
C 7.059 1.243 -1.326 -0.481
C 8.068 2.017 -2.141 0.428
C 9.145 2.682 -1.309 -1.484
O 8.705 1.238 -3.148 -0.591
H 6.652 1.849 -0.510 0.363
H 7.505 0.335 -0.917 -0.058
H 6.144 1.025 -1.885 0.239
H 7.563 2.877 -2.606 0.173
H 8.753 3.383 -0.569 0.372
H 9.807 3.251 -1.961 0.405
H 9.709 1.958 -0.714 0.237
H 7.998 0.854 -3.682 0.375
C -3.915 -2.267 0.018 -1.573
C -2.382 -2.165 -0.023 1.965
C -1.696 -3.324 -0.710 -1.114
O -2.042 -0.962 -0.746 -0.623
H -4.260 -3.111 0.617 0.346
H -4.297 -2.302 -1.003 0.337
H -4.291 -1.325 0.422 0.339
H -1.973 -1.961 0.976 -0.781
H -1.896 -3.570 -1.753 0.396
H -2.058 -4.181 -0.126 0.274
H -0.611 -3.220 -0.671 0.066
H -2.323 -0.219 -0.179 0.374
C 4.481 -3.895 6.640 -1.414
C 3.183 -4.173 5.906 2.333
C 2.247 -5.087 6.687 -1.546
O 2.520 -2.921 5.662 -0.498
H 5.231 -3.488 5.963 0.031
H 4.875 -4.820 7.066 0.524
H 4.393 -3.163 7.442 0.310
H 3.355 -4.612 4.915 -0.834
H 1.870 -4.600 7.591 0.329
H 2.748 -6.015 6.972 0.379
H 1.328 -5.318 6.145 0.187
H 1.841 -3.146 5.001 0.310
C 8.865 -2.706 -3.061 -1.439
C 7.445 -3.238 -2.821 0.952
C 7.230 -3.886 -1.477 -1.070
O 6.572 -2.109 -2.869 -0.325
H 9.063 -1.790 -2.504 0.248
H 8.897 -2.430 -4.118 0.381
H 9.653 -3.439 -2.888 0.350
H 7.212 -3.871 -3.686 0.177
H 7.724 -4.857 -1.369 0.511
H 6.169 -4.022 -1.262 0.273
H 7.623 -3.268 -0.669 0.101
H 5.724 -2.408 -2.476 0.165
C 3.001 -0.414 -2.489 -0.736
C 2.918 -1.931 -2.510 1.192
C 3.164 -2.473 -3.914 -1.654
O 4.019 -2.388 -1.715 -0.520
H 2.248 0.120 -3.078 0.550
H 3.982 -0.113 -2.860 0.141
H 2.873 -0.033 -1.473 0.687
H 1.984 -2.301 -2.072 -0.225
H 2.429 -2.075 -4.615 0.421
H 2.968 -3.550 -3.915 0.442
H 4.197 -2.313 -4.211 0.245
H 3.817 -2.213 -0.778 0.514
C 7.948 -5.087 4.351 -1.391
C 8.549 -4.006 5.246 1.948
C 9.011 -4.527 6.597 -1.785
O 9.613 -3.352 4.551 -0.473
H 7.141 -5.678 4.777 0.303
H 8.784 -5.777 4.180 0.524
H 7.567 -4.664 3.422 0.290
H 7.790 -3.240 5.427 -0.847
H 9.644 -5.417 6.525 0.367
H 8.151 -4.791 7.216 0.315
H 9.610 -3.787 7.128 0.456
H 10.136 -4.054 4.145 0.300
C -3.775 -1.711 4.715 -1.639
C -2.312 -1.384 4.402 2.378
C -1.986 0.098 4.545 -1.392
O -1.426 -2.079 5.301 -0.562
H -4.187 -1.023 5.456 0.368
H -3.852 -2.731 5.088 0.416
H -4.376 -1.616 3.810 0.332
H -2.059 -1.747 3.407 -1.109
H -0.929 0.336 4.425 0.122
H -2.255 0.416 5.560 0.532
H -2.534 0.798 3.908 0.326
H -1.670 -1.807 6.194 0.276
C 4.824 -5.958 1.850 -0.575
C 5.140 -7.286 2.476 0.869
C 3.898 -8.154 2.773 -1.302
O 5.972 -8.091 1.630 -0.604
H 5.718 -5.377 1.617 0.362
H 4.218 -5.377 2.545 -0.618
H 4.278 -6.149 0.921 0.553
H 5.650 -7.170 3.439 -0.057
H 3.516 -8.661 1.892 0.336
H 3.132 -7.495 3.195 0.173
H 4.187 -8.869 3.542 0.405
H 6.160 -7.660 0.792 0.344
C 2.138 2.810 -1.217 -1.079
C 1.694 3.908 -0.289 0.382
C 1.887 3.579 1.197 0.051
O 2.532 5.044 -0.571 -0.606
H 3.226 2.769 -1.286 0.382
H 1.639 2.838 -2.185 0.451
H 1.894 1.812 -0.838 0.014
H 0.659 4.229 -0.447 0.239
H 2.930 3.394 1.467 0.567
H 1.357 2.669 1.501 -0.973
H 1.559 4.405 1.831 0.778
H 2.167 5.811 -0.120 0.380
C 1.329 2.668 4.740 -0.391
C 2.073 3.662 5.631 0.156
C 3.514 3.835 5.113 -0.605
O 1.394 4.923 5.512 -0.567
H 0.326 2.496 5.139 0.383
H 1.864 1.719 4.772 0.151
H 1.236 3.111 3.749 -0.216
H 2.012 3.313 6.667 0.345
H 3.822 2.897 4.646 -0.339
H 4.197 4.011 5.950 0.464
H 3.682 4.651 4.415 0.393
H 1.750 5.475 6.218 0.348
C 1.377 -1.100 2.477 -0.678
C 2.253 -0.647 1.308 3.042
C 2.807 0.763 1.594 0.002
C 3.948 0.819 2.592 -1.009
C 5.058 -0.037 2.013 -0.296
C 4.698 -1.495 1.734 3.617
N 3.393 -1.556 1.038 1.265
O 2.951 -2.865 0.783 -0.224
C 5.716 -2.012 0.731 -2.919
C 4.664 -2.258 3.091 0.351
C 1.357 -0.520 0.082 -0.256
H 0.467 -0.524 2.646 0.085
H 1.928 -0.989 3.419 -0.048
H 1.153 -2.162 2.381 -0.175
H 3.100 1.315 0.696 0.622
H 1.954 1.321 1.999 -1.619
H 3.602 0.395 3.540 -0.223
H 4.207 1.871 2.705 0.728
H 5.901 -0.031 2.709 -0.230
H 5.344 0.385 1.045 -0.363
H 5.539 -3.058 0.491 0.154
H 5.677 -1.471 -0.215 0.237
H 6.737 -1.872 1.097 0.213
H 4.045 -1.740 3.826 -0.201
H 4.122 -3.209 3.097 -1.449
H 5.690 -2.408 3.425 0.107
H 0.506 0.128 0.290 -0.350
H 0.966 -1.468 -0.293 -0.367
H 1.881 -0.113 -0.789 -2.196
H 2.635 -3.236 1.626 -0.090
```

Charge   0


Which E_tot belongs to each record? In order, -94793.826 -87211.809 eV.
Which F_max belongs to each record? In order, 0.01011 0.04058 Eh/bohr.